Entry from OMol25: a molecular structure, C22H49N2OP3SeTl (ωB97M-V/def2-TZVPD).

Calculated values
Energy relative to the best compared isomer or geometry (same formula, charge and spin) = 0.891 eV
E_HOMO (spin up / spin down) = -15.083 / -15.082 eV
Energy = -4649.30495 a.u.
Largest force on an atom = 2.3 eV/A
Total charge = +3
Kohn-Sham gap (spin up / spin down) = 2.4 / 4.0 eV
2S+1 = 1

Each line ends with the Löwdin charge.
Positions of all 79 atoms, in Å:
Tl1 -0.17468 0.29994 0.16101  0.4706
P1 -0.87652 -2.10846 1.46427  0.7917
P2 2.15252 0.05039 1.56697  0.7547
P3 -1.64192 -0.69399 -1.91651  0.7575
H1 6.51977 2.75210 -6.25020  0.0492
C1 5.68193 3.15268 -6.82750  -0.1107
C2 5.32929 4.44824 -6.74029  -0.0609
H2 5.86643 5.14428 -6.09036  0.0543
C3 -0.14763 -3.76722 1.16280  -0.2186
C4 -0.65717 -1.96784 3.27549  -0.2194
C5 -2.66059 -2.50661 1.38729  -0.2168
C6 3.28963 1.21908 0.72140  -0.2283
C7 2.11936 0.69239 3.27990  -0.2235
C8 3.13111 -1.48835 1.74826  -0.2328
C9 -1.13681 0.36870 -3.32960  -0.2221
C10 -3.44480 -0.39071 -1.83381  -0.2224
C11 -1.57812 -2.40629 -2.57146  -0.2331
H3 5.17862 2.47241 -7.52005  0.0464
H4 4.51779 4.86107 -7.34565  0.0541
H5 -0.53812 -4.50139 1.88302  0.0881
H6 0.94387 -3.71508 1.24886  0.0394
H7 -0.38839 -4.09308 0.14395  0.0492
H8 -1.19614 -2.78225 3.77885  0.0822
H9 -1.05483 -1.01247 3.64400  0.0390
H10 0.40764 -2.02382 3.53259  0.0482
H11 -2.88938 -3.33576 2.07184  0.0834
H12 -2.94127 -2.79498 0.36664  0.0445
H13 -3.26112 -1.63612 1.68028  0.0395
H14 4.05023 1.59696 1.42036  0.0834
H15 2.69941 2.06662 0.34567  0.0447
H16 3.77356 0.73680 -0.13840  0.0537
H17 3.01712 0.36726 3.82434  0.0816
H18 1.23727 0.30227 3.80395  0.0159
H19 2.06138 1.79027 3.27651  0.0764
H20 4.00090 -1.31589 2.40091  0.0868
H21 3.45974 -1.83532 0.75770  0.0255
H22 2.49967 -2.27294 2.18880  0.0387
H23 -1.90632 0.36133 -4.11588  0.0838
H24 -0.17318 0.04103 -3.74156  0.0485
H25 -1.01172 1.39564 -2.96002  0.0496
H26 -3.90956 -0.69764 -2.78046  0.0831
H27 -3.65814 0.67184 -1.65522  0.0665
H28 -3.88877 -0.97231 -1.01234  0.0354
H29 -2.39316 -2.57283 -3.29256  0.0856
H30 -1.68350 -3.11825 -1.74051  0.0382
H31 -0.60563 -2.59400 -3.04687  0.0320
C12 2.51918 -0.82795 -2.75073  -0.6375
C13 2.55416 0.58465 -2.78196  -0.1461
C14 3.28317 1.25903 -3.74727  -0.0179
C15 3.96183 0.53853 -4.74748  0.0248
C16 3.90443 -0.86870 -4.75146  -0.0112
C17 3.20344 -1.54615 -3.76352  -0.0781
Se1 1.61229 -1.72205 -1.41513  0.8474
H32 0.38002 1.76198 -0.79465  0.0422
H33 1.99186 1.13645 -2.02556  0.0427
H34 3.32556 2.35226 -3.73102  0.1325
H35 4.52018 1.07857 -5.51255  0.1013
H36 4.42262 -1.42174 -5.54241  0.1370
H37 3.16152 -2.63429 -3.74021  0.1170
C18 -4.53548 0.91695 1.15654  -0.0447
N1 -4.13450 0.81112 2.54926  -0.1223
C19 -5.20358 0.44907 3.45799  -0.0367
C20 -2.83804 1.11856 2.85375  -0.4520
O1 -2.04823 1.29936 1.87888  -0.1660
N2 -2.32174 1.24656 4.11904  -0.1220
C21 -3.00562 1.13309 5.39597  -0.0256
C22 -1.00326 1.86461 4.23317  -0.0427
H38 -5.43441 1.54963 1.07700  0.1209
H39 -4.76002 -0.07965 0.74797  0.0770
H40 -3.69800 1.33339 0.59758  0.0692
H41 -4.97017 -0.44938 4.03553  0.0970
H42 -5.43367 1.28263 4.12604  0.1073
H43 -6.08760 0.24142 2.84866  0.1039
H44 -2.35487 0.57985 6.08613  0.1062
H45 -3.18160 2.13811 5.80221  0.1143
H46 -3.95577 0.61674 5.32708  0.0574
H47 -0.34060 1.23747 4.84432  0.0847
H48 -0.56871 1.97468 3.23515  0.0680
H49 -1.08414 2.85752 4.70529  0.1189

---

Entry from OMol25: a molecular structure, C22H49N2P3S2Tm (ωB97M-V/def2-TZVPD).

Calculated values
E_HOMO (spin up / spin down) = -15.685 / -15.686 eV
Energy = -3881.82200 a.u.
Largest force on an atom = 2.5 eV/A
Total charge = +3
Kohn-Sham gap (spin up / spin down) = 6.4 / 6.2 eV
2S+1 = 3

Each line ends with the Löwdin spin population.
Positions of all 79 atoms, in Å:
Tm1 -0.30710 -0.31500 -0.65690  2.0120
P1 1.72383 0.93330 0.62360  -0.0017
P2 -1.87496 1.79004 0.01274  -0.0021
P3 0.62661 1.25836 -2.73279  -0.0027
H1 -0.35804 -3.92242 -0.40719  0.0000
C1 0.51031 -3.72956 -1.09421  -0.0015
C2 1.47696 -2.85330 -0.61390  -0.0002
H2 1.65035 -2.63631 0.51118  0.0001
C3 2.26071 0.49969 2.32533  -0.0002
C4 1.71606 2.72879 0.88879  -0.0004
C5 3.40795 0.81502 -0.12655  0.0000
C6 -3.55251 1.32621 -0.49701  0.0007
C7 -2.18673 2.28420 1.74236  -0.0005
C8 -1.79768 3.45828 -0.72655  -0.0007
C9 1.93961 0.27948 -3.54206  -0.0001
C10 1.30309 2.93107 -2.68074  -0.0010
C11 -0.79897 1.53273 -3.87049  0.0007
H3 0.50343 -4.27484 -2.04612  0.0000
H4 2.31930 -2.38522 -1.17649  0.0001
H5 2.58058 -0.54214 2.42328  0.0000
H6 1.47478 0.70566 3.05630  0.0000
H7 3.11529 1.15201 2.52622  0.0000
H8 0.85952 3.01952 1.49183  0.0000
H9 1.70608 3.29453 -0.04298  0.0000
H10 2.63416 2.96984 1.43322  -0.0001
H11 3.69745 -0.23019 -0.28203  0.0000
H12 4.09714 1.27254 0.59421  0.0000
H13 3.48737 1.35241 -1.07858  0.0000
H14 -4.21306 2.15998 -0.23792  0.0001
H15 -3.86694 0.41900 0.02286  0.0000
H16 -3.56002 1.16532 -1.57959  0.0000
H17 -3.13471 2.84826 1.70411  -0.0001
H18 -1.36873 2.92458 2.09721  0.0000
H19 -2.27659 1.41757 2.41256  0.0000
H20 -2.68239 3.98463 -0.33843  -0.0001
H21 -1.84944 3.40106 -1.81833  0.0000
H22 -0.87936 3.96760 -0.41036  0.0000
H23 1.85823 0.48439 -4.62123  -0.0001
H24 1.83451 -0.81014 -3.36703  0.0000
H25 2.90819 0.60895 -3.13456  0.0000
H26 1.44153 3.25789 -3.71502  -0.0002
H27 2.25638 2.92571 -2.14808  0.0000
H28 0.58662 3.58047 -2.17167  0.0000
H29 -0.43914 1.48222 -4.90683  0.0001
H30 -1.23432 2.52145 -3.65734  0.0000
H31 -1.55462 0.74497 -3.71672  0.0001
C12 -0.80242 -2.99012 -5.27756  -0.0001
C13 -1.90010 -2.79546 -6.18539  0.0000
C14 -1.96857 -3.57281 -7.37419  0.0000
C15 -1.06999 -4.62355 -7.61445  0.0000
C16 0.00878 -4.77607 -6.72246  0.0000
C17 0.13857 -3.98697 -5.58187  0.0000
S1 -0.55690 -1.88711 -3.89804  -0.0002
H32 -1.51427 -2.00843 -2.86000  0.0000
H33 -2.63040 -2.01310 -5.97552  0.0000
H34 -2.70463 -3.29434 -8.13545  0.0000
H35 -1.16091 -5.23238 -8.52682  0.0000
H36 0.77727 -5.52546 -7.00941  0.0000
H37 1.00687 -4.13242 -4.90864  0.0000
C18 -3.35917 -0.67539 3.43323  0.0000
N1 -2.05437 -0.53123 4.09104  -0.0005
C19 -2.13989 -0.53990 5.57158  0.0000
C20 -0.90068 -0.96750 3.49127  -0.0004
S2 -0.85012 -1.30313 1.76933  -0.0008
N2 0.17663 -1.31401 4.29555  0.0002
C21 0.75990 -0.37394 5.32180  0.0000
C22 1.03256 -2.43936 3.89782  0.0000
H38 -3.82012 -1.61514 3.74304  0.0000
H39 -3.21929 -0.69881 2.35737  0.0000
H40 -4.01119 0.15300 3.70801  0.0000
H41 -1.58073 -1.40440 5.98112  0.0000
H42 -1.72905 0.39226 6.01573  0.0000
H43 -3.18365 -0.62440 5.89972  0.0000
H44 0.58042 -0.77708 6.33610  0.0000
H45 1.84771 -0.28867 5.17712  0.0000
H46 0.31724 0.63880 5.23282  0.0000
H47 0.37161 -3.24293 3.52220  0.0000
H48 1.58850 -2.77418 4.79613  0.0000
H49 1.74766 -2.16545 3.09246  0.0000

---

Entry from OMol25: 10 unconnected molecules or ions with the total composition C22H50N6O16 (ωB97M-V/def2-TZVPD).

Calculated values
Energy relative to the best compared isomer or geometry (same formula, charge and spin) = 0.316 eV
E_HOMO = -9.427 eV
Energy = -2399.92851 a.u.
SMILES string = C[N+](=O)[O-].C[N+](=O)[O-].C[N+](=O)[O-].C[N+](=O)[O-].C[N+](=O)[O-].C[N+](=O)[O-].C1CCOC1.C1CCOC1.C1CCOC1.C1CCOC1
Largest force on an atom = 2.7 eV/A
Kohn-Sham gap = 9.3 eV
2S+1 = 1

Each line ends with the Löwdin charge.
Positions of all 94 atoms, in Å:
C1 2.61093 2.02350 -5.53878  0.0399
N1 1.27329 1.93831 -4.90107  -0.4158
O1 0.81474 3.01319 -4.51109  0.0601
O2 0.80298 0.79780 -4.75542  0.0451
H1 2.51978 1.40906 -6.43446  0.1027
H2 3.41645 1.59294 -4.94392  0.0792
H3 2.80669 3.08168 -5.71204  0.0985
C2 -1.66231 -0.13475 3.42176  0.0360
N2 -0.44621 0.65885 3.23797  -0.4039
O3 0.42325 0.23919 2.47379  0.0290
O4 -0.34435 1.59299 4.01393  0.0806
H4 -1.42676 -1.19877 3.44364  0.0920
H5 -2.21687 0.01137 2.49482  0.0984
H6 -2.19912 0.09601 4.34193  0.1046
C3 -4.26136 2.69760 -1.93996  0.0546
N3 -4.12349 1.56807 -2.90187  -0.4219
O5 -3.01866 1.07371 -2.95763  0.0465
O6 -5.13514 1.15713 -3.49295  0.0480
H7 -4.62909 2.16506 -1.06287  0.0918
H8 -5.09627 3.25702 -2.36195  0.0983
H9 -3.32728 3.23371 -1.77209  0.1019
C4 -3.18811 -2.28275 -3.02912  0.0472
N4 -4.15969 -2.56992 -1.94760  -0.4276
O7 -4.37129 -3.74935 -1.68175  0.0458
O8 -4.70352 -1.62435 -1.34629  0.0325
H10 -2.58019 -1.46508 -2.64191  0.0673
H11 -3.87972 -1.89218 -3.77560  0.1124
H12 -2.51858 -3.13969 -3.10324  0.0997
C5 0.12419 0.32180 -1.05731  0.0631
N5 -1.13293 0.84005 -0.44174  -0.3981
O9 -2.08578 0.08371 -0.41926  0.0450
O10 -1.12725 1.98609 0.01559  0.0302
H13 0.96663 0.60973 -0.42843  0.0752
H14 0.21533 0.77113 -2.04620  0.1014
H15 0.04133 -0.76480 -1.03402  0.0836
C6 1.42198 3.40340 1.77724  0.0241
N6 1.71218 3.85605 0.42764  -0.4431
O11 1.53260 5.06123 0.17032  0.0510
O12 1.95636 2.98938 -0.35496  0.0630
H16 1.73457 4.17786 2.47768  0.1089
H17 1.87155 2.41922 1.90902  0.0766
H18 0.33936 3.28833 1.83018  0.0854
C7 0.06170 -3.42713 1.15235  -0.1695
C8 -0.55202 -3.68227 -0.20053  -0.1966
C9 -1.09078 -5.11789 -0.09810  -0.1754
O13 -1.33518 -5.34099 1.30557  -0.1254
C10 -0.87296 -4.20351 2.05661  -0.2017
H19 0.08463 -2.35097 1.32394  0.1003
H20 0.99781 -3.98203 1.21469  0.1217
H21 0.02991 -3.52803 -1.10920  0.0967
H22 -1.38689 -2.98806 -0.29635  0.0959
H23 -0.19257 -5.67850 -0.35702  0.1090
H24 -1.85631 -5.42463 -0.81083  0.1163
H25 -0.35945 -4.47932 2.97767  0.1211
H26 -1.74273 -3.57859 2.25928  0.1103
C11 -4.48367 3.90930 2.24415  -0.1671
C12 -5.48802 2.78742 2.16358  -0.1707
C13 -5.07805 1.97241 3.36868  -0.1867
O14 -3.63747 2.03935 3.47978  -0.1649
C14 -3.16943 3.12915 2.67505  -0.1810
H27 -4.75153 4.70030 2.94462  0.1078
H28 -4.25884 4.45266 1.32638  0.1036
H29 -5.31748 2.21627 1.25100  0.1041
H30 -6.46974 3.25413 2.24406  0.1193
H31 -5.48541 0.96250 3.32135  0.1204
H32 -5.43203 2.39947 4.30699  0.1189
H33 -2.70968 2.81398 1.73836  0.0819
H34 -2.42828 3.80791 3.09705  0.1140
C15 4.61446 0.50712 1.89313  -0.1851
C16 4.89099 -0.26106 3.12681  -0.1678
C17 4.85013 -1.69562 2.62744  -0.1860
O15 3.97711 -1.66584 1.52063  -0.1386
C18 3.57037 -0.34433 1.25269  -0.2396
H35 5.35452 0.72411 1.12285  0.1235
H36 4.18608 1.47887 2.13870  0.1109
H37 4.16546 -0.08387 3.92074  0.1205
H38 5.82201 0.09421 3.56849  0.1164
H39 4.44643 -2.44134 3.31229  0.1223
H40 5.84260 -1.99134 2.28734  0.1190
H41 2.61544 -0.22430 1.76435  0.0952
H42 3.40957 -0.03178 0.22092  0.1051
C19 4.83683 -1.37372 -2.01297  -0.1679
C20 4.12185 -2.64208 -1.72073  -0.1594
C21 2.68485 -2.20027 -1.96575  -0.1957
O16 2.73099 -1.20377 -2.98802  -0.1446
C22 3.92288 -0.46397 -2.86008  -0.1909
H43 5.76858 -1.54551 -2.55189  0.1101
H44 5.16860 -0.90715 -1.08542  0.0965
H45 4.30664 -2.97010 -0.69782  0.1066
H46 4.45221 -3.45338 -2.36939  0.1153
H47 2.25485 -1.78520 -1.05419  0.0952
H48 2.06843 -3.05694 -2.23820  0.1135
H49 3.57528 0.46335 -2.40475  0.1098
H50 4.33701 -0.18252 -3.82827  0.1040

---

Question: What is the 2S+1 in the first record?
Answer: 1

---

Question: The lowest largest force on an atom belongs to which entry?
Answer: C22H49N2OP3SeTl

---

Question: What is the formula in the second record?
Answer: C22H49N2P3S2Tm

---

Question: The highest largest force on an atom belongs to which entry?
Answer: C22H50N6O16